# 1
Molecular formula: C22H88N44O22
Method: DFT, ωB97M-V/def2-TZVPD

Its spin multiplicity is 1. As for the energy above the lowest of the compared OMol25 structures with the same formula, charge and spin: 1717.7 kJ/mol. The value obtained for the total energy is -4956.0768 Ha. Its LUMO energy is -1.02 eV. The value obtained for the largest force on an atom is 0.199 hartree/bohr.

The geometry in XYZ format:
```
176
C22H88N44O22, DFT ωB97M-V/def2-TZVPD
C 4.25 -3.75 -4.56
O 4.89 -3.97 -3.54
N 3.36 -2.87 -4.59
N 4.49 -4.38 -5.63
H 3.18 -2.64 -3.63
H 2.92 -2.65 -5.47
H 5.17 -5.11 -5.49
H 3.67 -4.31 -6.23
C -5.36 -2.55 0.82
O -6.34 -1.90 0.61
N -4.21 -1.94 0.68
N -5.26 -3.69 1.23
H -4.17 -0.95 0.49
H -3.39 -2.50 0.84
H -4.34 -4.11 1.35
H -6.07 -4.29 1.20
C 6.66 -1.24 -0.92
O 7.68 -1.32 -1.55
N 6.37 -0.46 0.00
N 5.74 -2.15 -0.91
H 7.06 0.19 0.35
H 5.42 -0.48 0.34
H 5.77 -2.90 -1.59
H 4.88 -2.17 -0.38
C 0.62 3.96 4.22
O 1.24 4.27 5.23
N -0.07 2.89 4.18
N 0.40 4.82 3.38
H -0.61 2.72 3.35
H -0.12 2.27 4.98
H -0.20 4.66 2.58
H 0.96 5.62 3.64
C -3.70 -6.15 -1.65
O -3.33 -6.36 -0.54
N -3.19 -6.65 -2.72
N -4.60 -5.19 -1.90
H -3.78 -6.71 -3.53
H -2.42 -7.28 -2.53
H -4.74 -4.89 -2.85
H -4.90 -4.66 -1.09
C -1.01 -3.50 5.58
O -1.08 -2.32 5.54
N -1.51 -4.32 4.67
N -0.33 -4.18 6.43
H -1.13 -5.25 4.59
H -2.13 -3.93 3.97
H -0.45 -5.17 6.57
H 0.10 -3.62 7.15
C 3.88 -3.73 4.05
O 4.42 -3.16 5.03
N 2.71 -3.46 3.57
N 4.44 -4.75 3.40
H 2.03 -2.92 4.09
H 2.49 -3.90 2.69
H 5.33 -5.08 3.74
H 3.96 -5.37 2.76
C 5.77 3.65 -2.97
O 6.15 3.47 -4.07
N 6.44 4.01 -1.94
N 4.50 3.23 -2.69
H 7.44 3.89 -1.97
H 5.94 4.08 -1.06
H 3.89 2.88 -3.41
H 4.15 3.46 -1.77
C -1.62 -2.44 -3.31
O -0.97 -1.71 -4.02
N -2.92 -2.67 -3.19
N -1.02 -3.09 -2.40
H -3.26 -3.24 -2.44
H -3.56 -2.10 -3.72
H -1.49 -3.82 -1.89
H -0.03 -2.90 -2.41
C -0.37 0.12 0.38
O 0.79 0.32 0.16
N -1.10 1.06 0.86
N -1.05 -0.94 0.10
H -0.71 1.97 1.06
H -2.10 0.95 0.97
H -2.06 -0.83 0.12
H -0.51 -1.57 -0.48
C 1.52 -0.15 3.76
O 1.81 0.04 4.93
N 0.69 -1.08 3.44
N 1.94 0.47 2.70
H 0.33 -1.36 2.54
H 0.13 -1.42 4.21
H 1.49 0.22 1.84
H 2.66 1.16 2.87
C -3.82 5.77 5.84
O -4.52 6.36 5.01
N -4.10 5.71 7.06
N -2.80 5.02 5.60
H -3.39 5.15 7.52
H -4.82 6.21 7.56
H -2.10 4.85 6.31
H -2.56 4.89 4.62
C -0.78 8.28 0.04
O -1.31 7.93 -0.97
N -0.80 9.53 0.33
N -0.27 7.48 0.98
H -0.84 10.24 -0.39
H -0.90 9.95 1.25
H -0.48 6.50 1.05
H -0.13 8.00 1.83
C 1.59 0.54 -4.81
O 2.62 1.20 -4.86
N 0.74 0.33 -5.80
N 1.25 -0.23 -3.85
H 0.68 0.99 -6.56
H 0.31 -0.55 -6.01
H 0.31 -0.60 -3.89
H 1.97 -0.50 -3.19
C -1.04 -4.59 1.22
O -2.12 -4.06 1.22
N -0.83 -5.70 0.50
N -0.12 -4.34 2.05
H -0.03 -6.28 0.72
H -1.65 -6.07 0.04
H -0.44 -3.80 2.84
H 0.76 -4.82 1.92
C 0.86 -5.89 -4.18
O 0.86 -6.62 -3.15
N 0.71 -6.42 -5.41
N 1.03 -4.63 -4.10
H 0.53 -5.73 -6.12
H 0.25 -7.33 -5.42
H 1.16 -4.11 -4.96
H 1.09 -4.21 -3.19
C -4.03 4.26 2.01
O -3.16 3.88 2.75
N -4.79 5.33 2.14
N -4.37 3.46 1.08
H -4.59 5.85 2.98
H -5.33 5.79 1.42
H -5.21 3.72 0.58
H -3.99 2.54 0.89
C -4.47 4.82 -3.41
O -5.19 5.42 -4.19
N -3.28 4.42 -3.64
N -4.78 4.64 -2.14
H -2.77 3.69 -3.15
H -2.74 4.94 -4.31
H -4.23 4.11 -1.48
H -5.65 5.05 -1.86
C 0.05 4.18 -0.87
O -0.24 4.24 0.32
N 0.79 3.22 -1.40
N -0.45 4.97 -1.71
H 1.40 2.62 -0.86
H 0.97 3.10 -2.39
H -0.43 4.76 -2.70
H -1.09 5.69 -1.41
C -3.95 0.62 -1.35
O -3.88 0.86 -0.14
N -3.25 1.16 -2.29
N -4.71 -0.32 -1.73
H -2.51 1.72 -1.90
H -3.46 0.67 -3.14
H -5.24 -0.72 -0.98
H -4.82 -0.62 -2.69
C 4.36 3.62 1.32
O 4.60 3.72 0.08
N 3.23 3.90 1.80
N 5.22 3.36 2.17
H 2.56 3.83 1.06
H 2.98 3.59 2.73
H 6.03 2.87 1.82
H 5.11 3.34 3.17
C 2.45 -3.00 -1.15
O 2.31 -2.42 -2.17
N 2.01 -2.69 0.06
N 2.96 -4.23 -1.07
H 1.61 -1.79 0.29
H 2.22 -3.38 0.77
H 3.00 -4.80 -0.24
H 3.35 -4.58 -1.93
```

Here are the Löwdin charges for atoms 1 to 99, given in e: -0.854, 0.006, 0.191, 0.197, 0.070, 0.130, 0.139, 0.114, -0.873, 0.052, 0.174, 0.213, 0.062, 0.059, 0.099, 0.147, -0.848, 0.074, 0.173, 0.163, 0.130, 0.117, 0.089, 0.085, -0.905, 0.003, 0.212, 0.200, 0.094, 0.132, 0.086, 0.139, -0.784, 0.059, 0.197, 0.167, 0.125, 0.132, 0.102, 0.091, -0.815, 0.085, 0.152, 0.183, 0.114, 0.110, 0.121, 0.136, -0.730, 0.024, 0.177, 0.146, 0.099, 0.055, 0.117, 0.093, -0.810, 0.055, 0.170, 0.147, 0.120, 0.053, 0.071, 0.036, -0.759, 0.035, 0.191, 0.195, 0.080, 0.104, 0.121, 0.093, -0.824, 0.019, 0.229, 0.225, 0.098, 0.092, 0.084, 0.089, -0.807, 0.041, 0.162, 0.197, 0.087, 0.073, 0.046, 0.110, -0.796, 0.000, 0.174, 0.180, 0.116, 0.134, 0.120, 0.083, -0.785, 0.039, 0.158

# 2
Molecular formula: C2H3KNO8S2
Method: DFT, ωB97M-V/def2-TZVPD

Its spin multiplicity is 1. As for the energy above the lowest of the compared OMol25 structures with the same formula, charge and spin: 113.8 kJ/mol. The charge is -3. The value obtained for the total energy is -2130.8904 Ha. Its LUMO energy is 5.66 eV. The value obtained for the largest force on an atom is 0.041 hartree/bohr.

The geometry in XYZ format:
```
17
C2H3KNO8S2, DFT ωB97M-V/def2-TZVPD
K 21.89 -29.70 6.03
S 23.07 -32.67 4.12
O 23.53 -31.33 3.59
O 24.29 -33.51 4.44
O 22.32 -32.39 5.39
O 22.26 -33.36 3.10
S 19.06 -30.41 4.12
O 18.97 -31.61 3.27
O 20.26 -29.59 3.72
O 17.79 -29.59 3.97
O 19.21 -30.77 5.58
C 27.09 -29.04 5.88
C 25.72 -29.01 6.37
N 24.63 -28.97 6.70
H 27.08 -28.90 4.80
H 27.58 -29.98 6.13
H 27.65 -28.21 6.34
```

Charges per atom according to Löwdin partitioning, unit e: 0.751, 0.171, -0.525, -0.557, -0.542, -0.450, 0.174, -0.446, -0.542, -0.546, -0.542, -0.065, -0.247, 0.131, 0.087, 0.081, 0.066

# 3
Molecular formula: C2H13NO3S
Method: DFT, ωB97M-V/def2-TZVPD

Its spin multiplicity is 1. As for the energy above the lowest of the compared OMol25 structures with the same formula, charge and spin: 54.9 kJ/mol. The value obtained for the total energy is -762.6321 Ha. Its SMILES is NCCS.O.O.O. Its LUMO energy is 0.40 eV. The value obtained for the largest force on an atom is 0.037 hartree/bohr.

The geometry in XYZ format:
```
20
C2H13NO3S, DFT ωB97M-V/def2-TZVPD
C 0.09 -1.20 -0.20
C 1.61 -1.12 -0.22
S 2.29 0.52 0.16
N -0.37 -0.96 -1.59
H -0.28 -0.40 0.43
H -0.19 -2.22 0.04
H 1.99 -1.44 -1.19
H 2.04 -1.74 0.58
H 2.27 0.91 -1.13
H -1.37 -0.78 -1.48
H -0.35 -1.81 -2.13
H -5.23 -0.19 1.29
H -4.20 -0.46 0.18
O -4.94 0.08 0.42
H -0.01 0.98 -2.17
H 0.54 2.03 -3.03
O 0.22 1.92 -2.12
H 0.55 -0.40 3.20
H -0.19 0.88 2.89
O -0.23 0.07 3.41
```

Charges per atom according to Löwdin partitioning, unit e: -0.328, -0.566, 0.695, -0.024, 0.088, 0.106, 0.067, 0.059, -0.149, 0.074, 0.077, 0.027, 0.018, -0.047, -0.021, 0.040, -0.109, 0.004, 0.037, -0.049

# 4
Molecular formula: C2H7NOSi
Method: DFT, ωB97M-V/def2-TZVPD

Its spin multiplicity is 1. As for the energy above the lowest of the compared OMol25 structures with the same formula, charge and spin: 300.2 kJ/mol. The value obtained for the total energy is -499.8034 Ha. Its SMILES is N=[SiH2].CC=O. Its LUMO energy is 0.45 eV. The value obtained for the largest force on an atom is 0.065 hartree/bohr.

The geometry in XYZ format:
```
12
C2H7NOSi, DFT ωB97M-V/def2-TZVPD
C 1.82 -0.40 -0.15
C 1.48 1.09 -0.26
N -1.79 -1.06 -0.14
O 0.57 1.71 0.32
Si -2.26 0.46 -0.12
H 2.59 -0.38 0.60
H 2.14 -0.76 -1.08
H 2.28 1.71 -0.58
H 0.98 -1.01 0.07
H -1.73 -1.66 -0.94
H -2.60 1.09 1.23
H -2.79 1.54 -1.15
```

Charges per atom according to Löwdin partitioning, unit e: -0.030, -0.253, -0.255, -0.039, 0.554, 0.085, 0.057, 0.093, 0.038, -0.079, -0.084, -0.089